15
Properties=species:S:1:pos:R:3:forces:R:3:mulliken_charge:R:1 method="wB97M-V/def2-TZVPD" total_charge=-1 largest_force_ev_per_a=4.7 orbital_gap_ev="7.506 / 7.776" relative_energy_ev=6.5349 e_lumo_ev="2.9 / 3.0" e_homo_ev="-4.57 / -4.81"
C 1.11133 -0.12417 1.99254 2.81 3.05 -2.19 0.7268
C -1.25860 -0.55933 0.19841 0.97 0.89 0.38 0.2056
C 0.98687 0.94916 0.70330 -0.85 -2.57 0.92 -0.8255
N 0.09990 -0.85064 2.18449 -1.98 -1.28 -0.33 -0.6164
N 0.90950 -0.61469 -1.65781 0.18 -0.69 0.35 -0.7948
N -0.24862 1.55238 -1.51157 -1.28 1.00 -2.04 -0.7392
O 2.20558 0.09821 2.58358 -0.97 -0.80 0.33 -0.7324
O -2.64513 -2.15229 -1.58392 0.14 0.98 1.33 -0.4944
O -2.51139 0.01464 0.21509 0.15 -0.86 -0.38 -0.3595
S -2.49734 -1.71426 -0.17898 0.05 -0.38 -0.84 0.4034
S 0.11359 0.31663 -0.74337 1.28 -0.24 1.32 0.9923
H 0.54579 1.77665 1.19112 -1.29 0.87 0.03 0.3466
H 1.89079 1.34044 0.31213 1.24 -0.27 -0.35 0.3988
H 1.51465 -1.27330 -1.18659 -0.14 -0.24 0.26 0.2417
H -0.21691 1.24057 -2.51842 -0.31 0.55 1.21 0.2471



15
Properties=species:S:1:pos:R:3:forces:R:3:mulliken_charge:R:1 method="wB97M-V/def2-TZVPD" largest_force_ev_per_a=5.7 orbital_gap_ev=7.028 relative_energy_ev=10.6766 e_lumo_ev=-2.3 e_homo_ev=-9.31
C 0.29823 0.41162 -0.88553 2.13 -2.95 -0.50 0.1528
C -0.41778 1.37528 0.07382 1.56 -3.74 1.51 -0.6951
C -1.75803 0.39724 0.54146 4.19 2.63 2.89 -0.5014
C -1.26167 -1.00134 0.28151 -2.67 1.07 -1.22 -0.4269
H 3.08727 -1.27630 1.08941 -3.30 2.34 0.16 0.3075
H 0.75668 0.79800 -1.91576 -2.11 -1.13 1.73 0.2777
H -0.69441 2.22996 -0.50974 -0.11 0.80 0.45 0.3362
H 0.47812 1.42072 0.90898 -2.85 0.89 -1.64 0.3506
H -2.43470 0.73274 -0.17843 -1.85 0.26 -0.47 0.3320
H -1.88464 0.66671 1.68375 -0.56 -0.61 -2.51 0.2962
H -0.83080 -1.44920 1.10856 1.70 -0.64 1.62 0.2876
H -2.14562 -1.63105 0.08393 0.22 0.06 -0.31 0.3523
O 1.60090 -0.13443 1.00689 4.04 -2.89 -0.58 -0.4534
O 1.72160 -0.01363 -0.41692 -2.81 1.37 0.38 -0.1879
O -0.50955 -0.92549 -0.88225 2.41 2.54 -1.49 -0.4281



37
Properties=species:S:1:pos:R:3:forces:R:3:mulliken_spin:R:1 method="wB97M-V/def2-TZVPD" total_charge=-1 largest_force_ev_per_a=0.6 orbital_gap_ev="8.520 / 6.515" relative_energy_ev=0.3285 e_lumo_ev="2.5 / 0.2" s2=6.0210 multiplicity=5 e_homo_ev="-6.03 / -6.32"
Pd 2.18700 0.48091 0.26259 -0.24 -0.33 0.36 1.7224
O 2.73278 4.07412 2.43348 0.04 0.02 0.03 0.0178
C 2.26452 3.06800 1.92335 -0.11 -0.05 -0.10 0.0076
O 2.94577 2.02934 1.58170 -0.03 -0.21 -0.04 0.1629
C 0.73535 2.98060 1.75936 0.10 0.15 0.18 -0.0432
C 0.19183 1.71021 2.42181 -0.04 -0.14 -0.23 0.0122
C -1.31390 1.82284 2.66449 0.01 0.00 0.09 0.0074
C -1.88144 1.69392 1.22768 0.06 -0.08 -0.02 0.0040
C -0.60090 1.52016 0.41036 0.04 -0.06 -0.14 -0.0051
O 0.22276 0.74214 1.32894 -0.05 0.26 0.11 0.0707
C 0.15154 2.85840 0.31967 -0.07 0.09 -0.19 0.0075
C 1.11073 2.98255 -0.88895 -0.26 -0.07 0.39 0.0067
O 0.98836 3.96101 -1.59815 -0.01 0.36 -0.25 0.0267
O 1.93586 2.02547 -1.14716 0.39 -0.47 -0.04 0.2497
H 0.33276 3.86525 2.25042 0.03 0.00 -0.02 -0.0007
H 0.78828 1.33634 3.24896 -0.01 -0.04 -0.01 -0.0029
H -1.65579 0.99898 3.29072 -0.01 0.03 0.01 0.0003
H -1.56834 2.76122 3.15670 -0.01 0.00 -0.03 0.0002
H -2.51001 0.80860 1.13800 -0.01 0.02 -0.02 -0.0005
H -2.45200 2.56025 0.89600 0.01 0.01 0.04 0.0001
H -0.68983 0.96892 -0.52234 -0.01 -0.01 0.03 0.0087
H -0.55669 3.66636 0.14348 -0.02 -0.02 0.08 -0.0025
Br -1.96223 -2.84886 -5.03240 0.01 0.00 0.02 0.0001
C -1.27013 -3.40699 -3.34786 -0.02 0.01 -0.04 -0.0004
C -1.55472 -4.68747 -2.90232 0.03 0.05 0.02 -0.0007
C -1.04913 -5.09144 -1.67386 -0.01 -0.01 0.01 0.0004
C -0.27947 -4.22464 -0.91275 -0.01 0.02 -0.06 -0.0005
C -0.00599 -2.94377 -1.37711 0.14 -0.10 0.02 0.0116
C -0.50221 -2.52638 -2.60746 0.01 -0.06 0.03 0.0005
C 0.83370 -2.01207 -0.52177 -0.45 0.28 0.33 0.0069
O 1.23358 -2.39396 0.57668 0.25 -0.05 -0.01 0.0174
O 0.98229 -0.83865 -1.00228 0.21 0.13 -0.31 0.0986
H -2.15771 -5.35181 -3.50570 0.00 0.00 0.00 -0.0001
H -1.26248 -6.09084 -1.31518 0.00 0.01 0.01 0.0001
H 0.12556 -4.51356 0.04745 0.00 -0.01 0.00 -0.0001
H -0.27543 -1.53061 -2.96064 0.00 0.00 0.00 -0.0036
O 3.78573 -0.45452 0.23407 0.06 0.26 -0.26 1.6198



33
Properties=species:S:1:pos:R:3:forces:R:3:mulliken_charge:R:1 method="wB97M-V/def2-TZVPD" largest_force_ev_per_a=6.0 orbital_gap_ev=9.800 relative_energy_ev=4.7611 e_lumo_ev=-0.8 e_homo_ev=-10.60 smiles=O.O.O.O.O.O.O.O.O.O.O
H 0.09631 0.49505 0.01902 1.45 -0.51 -1.65 0.2832
H 1.56158 0.31779 -0.01056 0.92 -0.13 0.10 0.2181
H -2.60663 -1.89405 -1.93806 0.02 -0.54 0.03 0.2848
H -2.82750 -3.49449 -2.13647 -0.50 2.22 -0.07 0.3269
H -2.15401 -2.02610 0.75937 -0.25 -0.45 1.55 0.2896
H -1.79477 -2.25374 2.28462 0.99 0.16 0.25 0.3149
H 3.42411 -3.08672 0.27056 1.25 1.59 -1.35 0.2985
H 2.25955 -4.07625 -0.12608 0.92 0.69 0.49 0.3220
H -3.54793 -0.14286 1.37527 0.64 -0.53 1.41 0.3281
H -4.92753 0.48542 0.99141 1.83 -0.92 -0.66 0.3042
H -0.42396 2.30669 1.76129 0.49 -0.18 -0.66 0.2755
H -0.78154 3.81639 2.11897 -0.30 -2.96 0.64 0.3397
H 6.21970 1.33567 -0.18411 -0.33 4.37 0.34 0.3011
H 5.62494 0.07907 0.12856 1.02 -0.15 -0.58 0.2946
H -3.26984 2.48175 -0.60915 1.39 -1.02 2.27 0.2903
H -3.16326 2.47103 -2.13381 0.12 -0.11 0.14 0.3034
H 1.16234 3.80295 -0.50470 -0.82 -0.64 0.11 0.2994
H 2.42885 3.36899 -1.35817 -1.31 1.51 1.20 0.3332
H 0.25765 -0.39950 -2.34054 2.37 -2.12 0.28 0.3261
H 0.69921 -1.91478 -2.38651 -0.38 -0.88 -0.58 0.2621
H 1.48336 -1.38119 1.86508 -0.20 -0.24 0.03 0.3233
H 0.89125 -0.09484 2.43663 -0.23 -0.60 0.09 0.3056
O 0.85105 0.28250 -0.64330 -2.80 3.14 4.24 -0.5015
O -3.21452 -2.57125 -2.26204 0.47 -1.67 0.03 -0.6166
O -2.49334 -2.30679 1.64911 -0.64 0.36 -1.74 -0.6312
O 2.86857 -3.75490 0.57251 -2.17 -2.19 0.86 -0.6255
O -4.08551 0.05991 0.63682 -2.38 1.44 -0.78 -0.6142
O -0.92172 2.82347 2.37846 -0.18 3.16 -0.01 -0.6221
O 6.41012 0.46869 -0.32283 -0.67 -4.19 0.25 -0.5952
O -3.69783 2.72551 -1.37982 -1.57 1.11 -2.40 -0.5919
O 1.98583 4.11671 -0.83913 2.11 -0.92 -1.35 -0.6302
O 1.04353 -1.05291 -2.20478 -1.59 0.51 -2.54 -0.5888
O 0.64196 -0.98720 2.13237 0.35 0.74 0.07 -0.6072



21
Properties=species:S:1:pos:R:3:forces:R:3:mulliken_charge:R:1 method="wB97M-V/def2-TZVPD" total_charge=+1 largest_force_ev_per_a=3.2 orbital_gap_ev="7.158 / 7.172" relative_energy_ev=7.9385 e_lumo_ev="-5.6 / -5.6" e_homo_ev="-12.75 / -12.76"
C -4.19557 0.16049 -1.35055 -2.16 -0.02 -1.32 -0.1191
C 1.14041 -0.48714 0.37824 0.26 1.80 -1.07 -0.0134
C -3.38100 0.80582 -0.62137 2.74 -0.02 0.96 0.1285
C 2.09861 0.43381 0.64968 0.27 -0.22 0.97 -0.0836
C -1.20670 -0.98512 -0.48624 -0.86 1.80 0.17 0.0709
C 3.59298 0.15603 0.96262 -0.76 1.20 1.55 -1.0888
N -1.25938 -2.25046 -0.72784 -0.39 0.05 -0.28 -0.2078
N 1.71633 1.83985 0.74864 2.31 1.40 -0.89 0.9139
N -0.18057 -0.29185 -0.03433 -0.52 2.52 1.88 0.0532
O 2.62486 2.67883 0.83635 -1.69 -1.44 0.17 -0.5325
O 0.54813 2.14022 0.56084 -0.56 0.36 0.49 -0.7170
Br -2.39849 2.01481 0.25348 -1.14 -0.14 -0.53 0.1469
H -5.12976 0.68212 -1.79935 1.54 -0.92 0.90 0.2842
H -4.00850 -0.90425 -1.54827 -0.30 0.63 -0.09 0.2038
H 1.49684 -1.39792 0.10003 1.11 -2.84 -0.09 0.4215
H 4.18075 0.01108 0.04530 -0.04 0.62 0.39 0.2813
H 3.97743 1.00786 1.72376 -0.68 -2.05 -2.25 0.3266
H 3.63480 -0.78513 1.50994 0.03 -0.03 0.01 0.3779
H -2.13619 -2.53944 -1.08211 -0.64 -0.73 -0.31 0.2343
H -0.66070 -2.96547 -0.41072 1.12 -0.85 0.27 0.2015
H -0.45428 0.67586 0.29188 0.35 -1.15 -0.95 0.1176